Entry 1:
Formula: C4H12N2O3
Source: the Open Molecules 2025 dataset
Level of theory: ωB97M-V with the def2-TZVPD basis set

```
21
Properties=species:S:1:pos:R:3:forces:R:3
H -0.5262 -0.2922 1.5927 1.586 -1.923 -0.231
O -2.3325 1.1853 1.5811 0.011 1.975 -0.019
H -0.5971 -0.5001 -0.7804 0.689 -0.251 0.346
H -2.7911 0.8137 2.3332 0.190 -0.953 -0.478
O 0.6279 1.4297 -2.3220 -0.974 -0.118 0.074
H -1.5355 -2.7037 -0.6290 0.497 -0.043 0.024
C -0.4510 -2.5406 1.1869 0.353 0.941 2.344
H -0.3348 1.5614 -2.3229 0.385 -0.188 0.268
C 1.2388 1.6135 -1.1098 0.953 -0.853 -0.168
C 0.1840 -1.1316 1.1661 -1.076 1.505 0.016
H -0.8033 -2.7652 2.2375 0.650 0.168 -0.940
H 1.1783 -1.0942 1.6998 -1.044 -0.134 -0.344
H 0.4534 -3.1937 1.0146 -1.535 -0.216 -0.503
H 0.9231 -1.4261 -0.8937 0.273 0.818 0.182
C 0.3943 -0.6538 -0.2917 -0.802 0.667 0.632
H -2.5697 -2.4612 0.5669 -0.319 0.202 1.314
H 1.7633 0.6669 0.5459 0.032 0.355 0.171
N 0.9928 0.6895 -0.1010 -0.082 -0.517 -1.501
H -1.9669 0.6415 0.8888 -0.409 -0.908 0.445
O 2.0951 2.4440 -1.0251 0.084 0.490 0.439
N -1.6159 -2.6327 0.3705 0.538 -1.020 -2.072
```
Forces are in eV/Å.

Computed properties:
E in Ha: -494.81104
Energy relative to the best compared isomer or geometry (same formula, charge and spin) in kJ/mol: 174.3
SMILES: NCCCNC(=O)O.O
Net charge: 0
Kohn-Sham gap in eV: 9.7

Entry 2:
Formula: C3H4O2
Source: the Open Molecules 2025 dataset
Level of theory: ωB97M-V with the def2-TZVPD basis set

```
9
Properties=species:S:1:pos:R:3:forces:R:3
C -0.1430 0.5320 -0.5629 2.334 0.675 0.190
H 2.1215 0.8317 -0.2994 1.645 0.605 -0.384
H -0.5043 1.0958 -1.4558 -0.229 -1.135 0.934
C 1.1406 0.5637 -0.1173 -4.911 -2.099 3.430
O -0.9098 -1.5384 0.5991 -0.126 -0.263 -0.936
O 0.7592 -0.0824 1.3086 0.273 1.574 -3.499
H -0.6735 -2.0556 1.3835 0.085 0.639 -0.081
C -0.5853 -0.1801 0.7268 -0.297 -0.511 0.665
H -1.4354 0.2333 1.3334 1.226 0.515 -0.319
```
Forces are in eV/Å.

Computed properties:
E in Ha: -267.07820
Energy relative to the best compared isomer or geometry (same formula, charge and spin) in kJ/mol: 300.8
SMILES: O[C@@H]1C=CO1
Net charge: 0
Kohn-Sham gap in eV: 10.6

Entry 3:
Formula: CH5ISSi
Source: the Open Molecules 2025 dataset
Level of theory: ωB97M-V with the def2-TZVPD basis set

```
9
Properties=species:S:1:pos:R:3:forces:R:3
H 0.1200 1.6720 0.4310 -0.849 2.185 -0.103
S -1.8008 -1.2048 0.2977 1.532 0.505 -0.631
C 0.4974 -0.4546 -0.8366 -2.513 -3.403 0.603
H -0.2909 -0.1214 -1.4529 -0.253 0.463 -1.543
H 2.4214 0.6343 0.3107 0.806 0.797 0.175
H 0.6757 -0.1262 1.6936 0.143 -0.442 1.300
I -3.4229 0.5193 0.0549 0.461 -0.168 -0.091
H 0.8056 -1.5310 -1.0264 -0.205 1.584 0.116
Si 0.9945 0.6123 0.5280 0.878 -1.523 0.173
```
Forces are in eV/Å.

Computed properties:
E in Ha: -1026.34559
Energy relative to the best compared isomer or geometry (same formula, charge and spin) in kJ/mol: 219.4
Net charge: 0
Kohn-Sham gap in eV: 6.7

Entry 4:
Formula: C4H7FO2
Source: the Open Molecules 2025 dataset
Level of theory: ωB97M-V with the def2-TZVPD basis set

```
14
Properties=species:S:1:pos:R:3:forces:R:3
C 1.5751 -0.7557 -0.2278 -1.702 -3.536 0.779
H -0.7211 -1.9949 0.4646 0.125 -2.747 0.813
H 1.8399 -0.6609 -1.2254 1.419 -0.349 -2.017
H 1.6431 -1.8724 0.1153 0.130 1.879 -0.638
C -0.9108 -1.1304 -0.0375 -2.617 0.582 0.979
H -0.5947 1.6238 1.5210 -0.941 0.509 -3.877
H 2.6332 1.0639 -0.2479 -1.418 -4.295 4.180
C -0.9056 1.6861 0.2840 -0.893 1.553 -2.692
F -2.2521 -0.7395 0.1830 1.766 -0.505 -0.981
O 0.0630 0.9682 -0.5760 -0.988 -0.702 0.820
H -0.8096 2.7888 -0.4988 -0.466 -2.744 3.629
C 0.1133 -0.4056 -0.3522 0.785 3.948 0.925
H -2.0232 1.2663 -0.0156 3.031 1.297 1.463
O 2.3207 0.0411 0.6061 1.768 5.110 -3.382
```
Forces are in eV/Å.

Computed properties:
E in Ha: -406.72653
Energy relative to the best compared isomer or geometry (same formula, charge and spin) in kJ/mol: 626.1
Net charge: 0
Kohn-Sham gap in eV: 9.5

Entry 5:
Formula: C3H8AlO3S
Source: the Open Molecules 2025 dataset
Level of theory: ωB97M-V with the def2-TZVPD basis set

```
16
Properties=species:S:1:pos:R:3:forces:R:3
H 2.8756 -0.5404 -1.0801 0.306 0.340 0.259
C -0.8018 0.0602 1.0784 -2.683 1.139 0.778
H 1.8670 -1.4303 0.0765 -0.681 0.527 0.420
O -0.4923 0.1520 -0.2937 1.770 1.238 -2.815
H -0.1734 -0.6476 1.6189 0.901 -0.369 0.252
O 1.4687 1.6448 0.3773 -1.439 -1.049 -3.790
H -2.1629 -1.4851 0.6738 -1.003 0.019 -0.009
H 1.4922 -1.3201 -1.7184 -0.533 -0.223 0.188
C -2.1988 -0.5418 1.2188 2.045 -0.419 0.589
H -0.7561 1.0562 1.5189 0.603 0.158 0.346
O 0.7844 1.3539 -2.0462 1.992 -7.430 7.980
H -2.2751 -0.6931 2.2955 -0.403 -0.350 0.069
H -2.9447 0.2098 0.9604 -0.488 0.125 -0.535
C 1.8524 -0.8143 -0.8226 0.852 0.838 -1.973
S 0.9367 0.8196 -0.7118 2.195 -5.455 13.015
Al 0.5281 2.1761 -3.1458 -3.433 10.911 -14.774
```
Forces are in eV/Å.

Computed properties:
E in Ha: -983.81493
Net charge: +3
Kohn-Sham gap in eV: 3.0

Entry 6:
Formula: C3H7N2O2
Source: the Open Molecules 2025 dataset
Level of theory: ωB97M-V with the def2-TZVPD basis set

```
14
Properties=species:S:1:pos:R:3:forces:R:3
H 1.9346 -0.1038 -1.4495 2.944 -0.916 0.147
H -1.1026 0.5679 2.8110 -0.160 0.760 1.230
H -0.8855 -0.5699 1.5501 0.407 0.869 0.353
H 1.0216 1.5028 -1.5963 -0.207 -2.650 -0.135
C 1.0566 0.3784 -1.2725 -3.512 3.524 2.330
C -0.0770 -0.6006 -1.4951 -1.040 0.399 0.144
H 0.7142 1.8040 2.0113 0.651 1.968 1.180
O -0.0417 -1.0369 -2.7508 2.168 0.983 0.063
N -0.8498 -0.8871 -0.5462 -0.240 -0.098 0.044
H -1.5844 -1.5524 -0.7779 0.135 -0.082 -0.214
N -0.5168 0.2430 2.0903 0.731 -1.490 -3.459
C 0.3766 0.9971 1.4653 -0.783 -1.979 -0.933
O 1.0064 0.9025 0.3490 0.338 -0.702 -0.763
H -0.7930 -1.3784 -3.2007 -1.432 -0.586 0.014
```
Forces are in eV/Å.

Computed properties:
E in Ha: -378.18419
Energy relative to the best compared isomer or geometry (same formula, charge and spin) in kJ/mol: 182.8
SMILES: [H]/N=C(\O)COC=[NH2+]
Net charge: +1
Kohn-Sham gap in eV: 11.5